# 1
# C21H44FN4O3PS3

3 unconnected molecules or ions with the total composition C21H44FN4O3PS3 in a non-equilibrium geometry (ωB97M-V with the def2-TZVPD basis set, the Open Molecules 2025 dataset).

```
77
Properties=species:S:1:pos:R:3:forces:R:3
C -5.258795 4.487963 1.873809 -0.4 -0.2 0.1
C -4.992511 3.129711 2.484801 0.3 -0.4 0.1
S -3.525238 3.133690 3.570449 0.0 0.1 0.3
C -2.936648 1.424868 3.348738 0.0 0.4 -0.5
C -1.845660 1.388235 2.271923 -0.2 0.1 0.5
C -0.392368 1.620764 2.736101 0.2 0.7 0.2
O -0.014810 2.341842 3.622553 -0.4 -0.8 -0.6
N 0.499425 0.803778 1.941210 -0.5 -0.1 0.5
C -0.302545 0.084239 0.949405 -0.6 -0.5 -0.1
C -0.240621 0.802806 -0.397177 -0.4 0.1 -0.4
O -1.084513 1.946385 -0.438864 -0.1 -0.1 -0.1
O -0.354556 3.084915 -0.875167 0.3 0.2 0.3
P 0.226696 -1.650873 0.533559 2.1 -0.4 -0.7
S 2.022878 -1.683028 -0.245372 -0.2 0.1 0.2
C -1.654045 0.019054 1.667546 -0.7 -0.5 0.1
F -1.356012 -0.775095 2.821802 0.0 -0.2 0.0
N -2.774125 -0.657915 1.018983 0.9 0.2 0.8
C -3.280754 -1.601576 1.615498 -0.4 0.6 -1.1
S -4.080230 -2.779416 2.214351 0.0 -0.3 0.2
H -5.438629 5.233014 2.642557 0.2 0.2 0.1
H -6.180435 4.426466 1.299683 -0.1 0.0 -0.2
H -4.459952 4.802368 1.213932 0.2 0.1 0.0
H -5.843917 2.781686 3.063897 -0.1 0.0 0.1
H -4.817514 2.387720 1.707147 0.0 0.0 -0.2
H -3.781574 0.865847 2.953447 -0.1 -0.2 0.1
H -2.639359 0.964817 4.282076 0.1 0.2 0.2
H -2.123258 2.154829 1.558696 0.2 -0.1 -0.5
H 0.923202 0.155040 2.597847 0.6 0.2 -0.1
H 0.782313 1.113078 -0.570942 0.2 -0.1 0.1
H -0.536985 0.133649 -1.210874 -0.1 0.0 -0.1
H -0.019382 2.842604 -1.750275 -0.2 -0.1 -0.2
H -0.664926 -2.181049 -0.418571 -0.6 0.3 0.5
H 0.158565 -2.499289 1.652087 -0.5 0.3 0.1
C 5.154676 -5.964095 2.267163 0.0 0.0 0.0
C 4.736692 -4.507800 2.409799 0.1 -0.1 -0.1
N 4.777364 -4.033204 3.780425 -0.2 0.1 0.2
C 4.107833 -2.758346 3.965926 -0.2 0.1 0.0
C 4.682231 -1.530166 3.252821 0.0 0.1 0.1
C 6.048962 -4.184752 4.464755 0.2 -0.2 0.0
C 7.287287 -3.530948 3.838540 0.1 0.0 0.1
H 4.566415 -6.605149 2.925306 0.0 0.0 0.0
H 4.992061 -6.294064 1.240315 0.0 0.0 0.0
H 6.211759 -6.111964 2.492644 0.0 0.0 0.0
H 3.708629 -4.419347 2.049002 0.0 0.2 0.1
H 5.355496 -3.894479 1.736988 0.0 0.0 -0.1
H 4.041715 -2.548970 5.037497 0.1 -0.1 0.0
H 3.069558 -2.883307 3.637997 0.0 -0.1 -0.1
H 5.599488 -1.176208 3.721774 0.0 0.0 0.0
H 3.963482 -0.708988 3.304489 0.0 0.0 0.0
H 4.879120 -1.720348 2.197839 0.0 0.0 0.0
H 6.249790 -5.254541 4.569392 0.0 0.0 -0.1
H 5.937635 -3.827924 5.491632 -0.1 0.1 0.0
H 7.356301 -3.716697 2.765934 0.0 0.0 0.0
H 8.188543 -3.943567 4.297243 0.0 0.0 0.0
H 7.310983 -2.455217 4.004640 0.0 0.0 -0.1
C -3.460019 1.153555 -3.497454 0.0 0.0 0.0
C -2.913477 2.284772 -4.354460 -0.2 -0.1 0.0
N -1.730269 1.911095 -5.106448 0.3 0.1 0.0
C -1.035381 3.047472 -5.689073 0.1 0.2 0.0
C -1.764596 3.869805 -6.756825 0.1 0.0 -0.1
C -1.868379 0.747182 -5.965382 -0.1 -0.3 0.0
C -2.964304 0.769373 -7.037906 0.1 -0.1 -0.1
H -2.682841 0.752956 -2.844154 0.0 0.0 0.0
H -4.269341 1.526078 -2.868456 0.0 0.0 0.0
H -3.865307 0.337456 -4.097274 0.0 0.0 0.0
H -2.646307 3.108345 -3.686520 0.1 0.1 -0.1
H -3.720986 2.659143 -5.002560 0.0 0.0 0.0
H -0.081346 2.702654 -6.096925 -0.1 -0.1 0.0
H -0.765581 3.722607 -4.869697 -0.1 0.0 0.1
H -1.819971 3.343747 -7.708635 -0.1 0.0 0.0
H -1.218364 4.797756 -6.938219 0.0 0.0 0.0
H -2.774568 4.142791 -6.450125 0.0 0.0 0.0
H -2.039462 -0.124074 -5.327212 0.0 0.1 0.1
H -0.905602 0.549008 -6.442296 0.0 0.2 0.0
H -3.918484 1.126763 -6.648460 0.0 0.0 0.0
H -3.126831 -0.242985 -7.413448 0.0 0.0 0.0
H -2.688581 1.384161 -7.893010 -0.1 0.1 0.0
```
Positions in Å, forces in eV/Å.

Calculated values
HOMO energy   -8.0 eV



# 2
# C3H3NOS

C3H3NOS in the gas phase in a non-equilibrium geometry (ωB97M-V with the def2-TZVPD basis set, the Open Molecules 2025 dataset).

```
9
Properties=species:S:1:pos:R:3:forces:R:3
C 0.138041 -0.173418 0.295760 -1.0 -0.6 1.2
C -1.341962 -0.150524 0.103946 0.8 -0.9 0.2
C -1.479595 0.381620 -1.117563 -0.4 2.0 -1.1
H -2.100924 -0.610500 0.801442 1.2 0.8 -1.1
H -2.370454 0.674517 -1.710412 0.7 -0.5 0.6
H 0.030082 0.862931 -2.552080 -0.3 -0.2 0.2
N -0.239873 0.929803 -1.573743 -2.4 -0.7 -0.5
O 0.701352 0.307139 -0.821690 1.7 0.0 0.9
S 1.038168 -0.639922 1.584869 -0.3 0.0 -0.4
```
Positions in Å, forces in eV/Å.

Calculated values
HOMO energy   -8.5 eV
Energy above the lowest of the compared OMol25 structures with the same formula, charge and spin   189.9 kJ/mol



# 3
# C9H4AuCl2N2O3Sm

A molecular structure, C9H4AuCl2N2O3Sm in a non-equilibrium geometry (ωB97M-V with the def2-TZVPD basis set, the Open Molecules 2025 dataset).

```
22
Properties=species:S:1:pos:R:3:forces:R:3
Au -1.480101 -4.244441 -0.746555 1.0 1.0 -0.6
Sm 0.694311 -1.183555 0.733990 0.8 -1.1 -1.3
Cl -1.279147 -1.947369 -1.026206 -0.1 -0.3 0.1
Cl 2.756785 -1.488554 -0.557063 -1.2 0.1 0.6
C 2.202381 -1.390865 2.664788 5.4 -0.9 4.1
C -3.251992 -5.088317 -0.694553 -6.8 -0.7 0.6
C -0.680141 -6.049158 -0.579419 6.1 -6.5 0.2
O 3.136741 -1.553674 3.320151 -4.3 0.8 -2.8
O -4.374114 -5.263511 -0.565116 4.2 0.3 -0.6
O 0.073039 -6.946236 -0.543761 -4.9 5.2 -0.2
N -0.294332 6.325908 -0.599986 0.3 -2.4 0.3
C -0.135338 5.172501 -0.456657 -0.1 1.2 -0.2
C 0.068583 3.745406 -0.271646 -0.2 1.7 -0.2
C -0.345035 3.123334 0.903171 -0.7 2.1 0.3
C -0.133577 1.764430 1.067601 1.1 -2.1 -1.4
N 0.514501 1.020198 0.105238 -0.8 1.5 0.0
C 0.877364 1.629539 -1.072381 0.3 -2.8 1.3
C 0.675888 2.977666 -1.274761 -0.3 2.7 -0.6
H -0.853339 3.706678 1.681682 0.2 -0.2 -0.2
H -0.493100 1.230143 1.958565 0.1 0.4 -0.1
H 1.341751 0.991879 -1.839926 -0.1 0.3 0.3
H 0.978870 3.467998 -2.207155 0.0 -0.2 0.2
```
Positions in Å, forces in eV/Å.

Calculated values
HOMO energy (spin up / spin down)   -23.4 / -23.4 eV
⟨S²⟩   15.802
Energy above the lowest of the compared OMol25 structures with the same formula, charge and spin   0.0 kJ/mol
Spin multiplicity   8
Total charge   +4



# 4
# C4H10OS

2 unconnected molecules or ions with the total composition C4H10OS in a non-equilibrium geometry (ωB97M-V with the def2-TZVPD basis set, the Open Molecules 2025 dataset).

```
16
Properties=species:S:1:pos:R:3:forces:R:3
C -1.031733 -1.710406 -1.187726 1.2 0.2 -0.4
S -2.242817 -0.444930 -1.425770 -1.0 -0.3 -0.7
C -1.199577 0.953339 -1.146949 -0.5 1.1 1.8
H -0.358401 -1.420707 -0.374249 -0.3 -0.2 0.2
H -0.358432 -1.753777 -2.093445 -0.9 -0.7 0.8
H -1.600511 -2.590528 -0.893639 0.5 -0.4 -0.4
H -0.144070 0.747060 -1.372148 -0.3 0.0 0.4
H -1.504795 1.771913 -1.801247 -0.1 0.0 0.3
H -1.459836 1.195763 -0.040675 1.3 0.2 -1.9
O 2.899517 1.104916 0.668931 -0.1 -0.7 0.1
C 2.093954 0.262517 0.994696 0.5 0.9 0.0
C 0.955167 0.562971 1.905041 -0.6 0.9 0.4
H 2.064462 -0.731510 0.524631 0.4 -0.2 0.0
H 1.051515 0.401557 3.007724 0.2 -0.2 -1.1
H 0.113511 0.026423 1.492495 -0.5 -0.4 0.4
H 0.722047 1.625398 1.742329 0.1 -0.2 0.3
```
Positions in Å, forces in eV/Å.

Calculated values
HOMO energy   -8.5 eV
Energy above the lowest of the compared OMol25 structures with the same formula, charge and spin   113.4 kJ/mol